Computed, not measured: a 10-piece molecular cluster, C72H160Br2N8 overall in a non-equilibrium geometry, with the ωB97M-V functional and the def2-TZVPD basis.

- E_tot: -229201.6127 eV
- Net charge: +6
- HOMO energy: -11.522 eV
- Energy relative to the best compared isomer or geometry (same formula, charge and spin): 131.15 kcal/mol
- Orbital gap: 0.073 Eh
- Strongest force on any atom: 4.6 eV Å⁻¹
- E_LUMO: -9.54 eV

Structure (XYZ):
```
242
Properties=species:S:1:pos:R:3:forces:R:3:lowdin_charge:R:1
Br -1.933 2.288 8.945 -0.091 0.207 -0.335 -0.99
Br 1.442 -5.157 6.624 -0.297 0.151 -0.326 -0.99
N 10.342 8.961 -1.031 0.298 0.069 0.283 -0.21
N 6.342 1.612 -8.111 1.478 -1.432 -1.655 -0.27
N 2.599 -5.574 -5.175 1.559 -1.928 1.010 -0.23
N -6.179 -10.040 -1.753 -1.789 -0.975 -3.157 -0.28
N -4.784 -4.948 9.519 1.055 0.190 0.796 -0.25
N -0.015 0.427 1.954 -1.859 -0.710 0.618 -0.22
N -4.272 1.608 -9.485 -1.600 -0.213 0.123 -0.25
N -2.976 8.534 8.706 -0.006 0.282 -1.541 -0.22
C -2.243 -3.949 12.315 -1.210 0.825 2.495 -0.24
C 3.574 -5.266 -1.272 0.795 1.151 1.989 -0.21
C -2.108 0.647 -9.370 2.039 -0.774 1.178 -0.18
C -4.183 -4.743 10.945 0.503 -0.770 0.144 -0.10
C 6.345 1.926 -6.672 -0.530 0.488 0.564 -0.17
C 8.111 9.057 0.045 0.336 0.075 -0.295 -0.15
C -0.742 -0.818 1.231 -0.696 0.873 0.679 -0.06
C -8.674 -10.410 -1.203 -1.767 3.143 0.908 -0.23
C -5.081 -10.331 -2.847 0.001 0.678 1.800 -0.05
C 1.643 -6.594 -5.768 -0.776 0.731 -1.810 -0.12
C -3.176 -4.300 13.515 0.678 0.490 0.155 -0.09
C -3.164 10.122 8.549 -0.532 -2.544 1.223 0.08
C -5.585 1.457 -10.259 0.234 -0.740 0.547 0.04
C -9.995 -11.173 -1.302 -0.443 -0.412 -1.374 -0.25
C -2.655 -4.808 11.233 -0.180 -1.015 -4.532 -0.24
C -5.646 -2.705 9.074 -0.615 0.318 0.467 -0.13
C -5.162 8.058 9.855 -1.979 0.432 -0.334 -0.19
C -2.101 8.164 9.935 -0.861 1.260 0.059 -0.07
C -0.701 8.203 7.951 -0.923 -0.789 -0.977 -0.16
C -4.086 -10.156 -0.550 -2.425 0.343 -0.697 -0.09
C 1.543 2.280 1.438 -0.444 0.721 -0.714 -0.16
C -6.012 1.693 -5.884 -0.128 0.527 0.251 -0.24
C -4.516 2.092 -8.011 -0.150 -1.591 -0.818 -0.04
C -4.283 7.736 8.679 0.195 -0.154 0.628 -0.14
C -1.965 2.096 -9.847 -0.086 0.739 -0.048 -0.13
C 9.577 9.421 0.282 0.376 -1.447 -1.585 -0.07
C 7.306 1.524 -4.426 -0.038 -0.214 0.514 -0.24
C -7.233 7.417 11.364 0.006 -0.950 -1.020 -0.09
C -4.185 -6.155 8.805 -0.952 1.229 0.317 0.05
C 7.596 1.655 -5.887 0.434 -0.649 -1.264 -0.21
C 0.499 -4.438 -5.287 0.019 -0.536 -0.835 -0.13
C 6.519 0.079 -8.449 -1.332 -0.201 0.462 -0.05
C -7.584 -10.669 -2.169 1.514 -2.033 0.166 -0.10
C 0.280 -5.925 -5.705 -0.842 0.336 1.082 -0.15
C 14.013 8.761 0.543 1.676 -1.545 -0.579 -0.24
C -0.044 0.089 3.466 0.290 1.646 -0.351 0.05
C 8.136 7.737 -0.727 0.827 -0.748 2.536 -0.19
C -6.688 -3.495 9.946 1.557 -0.202 0.313 -0.13
C -3.525 -1.097 -0.413 -0.364 -0.626 0.325 -0.10
C 2.644 -5.860 -3.606 0.253 0.675 -0.304 -0.07
C -0.726 7.820 9.457 1.838 0.283 -1.817 -0.12
C 14.905 8.193 -0.612 -0.769 -0.328 -0.319 -0.08
C -0.805 1.760 1.760 2.201 0.885 -0.570 -0.07
C -5.247 0.997 -7.069 0.277 1.428 0.447 -0.13
C 4.983 1.119 -10.016 -2.099 0.623 0.185 -0.16
C 5.764 -0.174 -9.818 1.551 1.478 1.337 -0.11
C -5.165 2.540 -4.889 -0.489 0.455 -0.846 -0.10
C 0.261 2.915 2.020 -0.285 -1.308 0.711 -0.13
C 3.410 -4.839 -2.748 0.398 -0.155 -0.620 -0.19
C -6.528 7.258 9.959 1.460 0.374 1.384 -0.20
C -4.490 -3.635 8.738 -0.558 -1.680 -0.099 -0.07
C -6.304 -4.974 9.667 -0.638 1.502 -0.421 -0.09
C 10.520 10.007 -2.105 -1.084 0.181 2.206 0.02
C 9.333 7.809 -1.586 1.408 1.356 -0.797 -0.08
C -2.974 -1.992 0.714 0.158 0.756 -0.191 -0.25
C 12.761 9.433 0.154 -2.199 1.312 -1.701 -0.20
C -11.223 -10.593 -0.588 1.462 -0.025 0.738 -0.08
C -3.766 -10.043 -2.061 0.271 -2.203 -0.575 -0.17
C 4.020 -5.763 -5.878 -1.733 1.331 0.582 0.07
C 2.012 -4.223 -5.546 -0.437 -0.961 0.888 -0.08
C 4.777 -4.615 -0.442 0.587 -0.666 -1.567 -0.08
C 4.983 1.949 -8.734 1.309 -1.094 0.761 -0.08
C -6.474 -8.577 -1.707 1.560 -0.285 -0.175 0.02
C -3.356 2.575 -10.204 -0.308 -0.392 0.053 -0.11
C -2.237 -1.152 1.745 2.441 0.157 0.303 -0.17
C 11.842 8.560 -0.742 -1.413 -2.547 1.073 -0.11
C -2.156 8.067 7.495 0.758 0.145 0.606 -0.12
C 7.428 2.382 -8.836 -0.492 0.563 0.666 0.06
C 1.380 0.758 1.371 -0.927 -0.093 0.687 -0.09
C -3.517 0.242 -9.492 -0.559 1.754 -2.038 -0.09
C 6.470 0.278 -4.058 0.310 0.156 0.242 -0.09
C -5.619 -10.674 -0.550 0.984 1.030 -0.045 -0.07
H 4.876 3.032 -8.785 0.086 -0.142 -0.309 0.14
H 14.713 9.430 1.043 -0.574 0.171 0.434 0.12
H -3.437 -3.408 8.908 -0.285 0.488 0.264 0.14
H -6.616 6.971 12.145 0.342 0.539 0.079 0.07
H 12.238 8.172 -1.680 0.146 0.716 -0.129 0.12
H -4.020 -9.096 -0.305 -0.103 -0.411 1.496 0.10
H 0.362 3.197 3.068 -0.009 -0.525 0.198 0.12
H 5.531 1.353 -6.226 -0.205 0.136 -0.119 0.12
H -3.118 -6.000 8.645 -0.100 0.009 0.135 0.11
H 1.307 0.470 0.323 0.299 -0.373 0.210 0.12
H -8.401 -10.272 -0.157 0.592 -0.751 0.152 0.12
H -4.768 7.940 7.725 0.055 -0.048 -0.009 0.14
H -2.438 7.033 7.300 -0.019 0.153 -0.138 0.13
H -2.245 8.735 6.637 -0.909 -0.277 0.032 0.13
H -6.884 -8.276 -2.671 -0.886 -0.276 0.360 0.12
H 4.563 -3.771 0.215 -0.249 -0.257 -0.120 0.07
H 9.815 6.835 -1.669 0.431 0.431 -0.330 0.13
H 5.244 1.748 -10.866 0.136 -0.398 -0.069 0.13
H -5.929 0.505 -9.854 -0.716 0.195 -0.607 0.10
H -2.454 -2.894 12.139 0.591 0.127 -0.417 0.12
H 7.003 3.386 -8.868 0.438 0.128 -0.565 0.11
H 7.515 -0.364 -8.417 0.409 1.064 -0.230 0.14
H -2.191 -1.770 2.642 0.297 0.393 0.259 0.12
H -3.524 -10.879 0.041 0.392 0.618 -0.151 0.12
H 5.396 0.468 -4.058 0.003 -0.007 0.166 0.06
H -5.512 -8.070 -1.778 0.053 0.218 0.953 0.10
H 0.156 8.339 9.830 -0.561 0.284 0.985 0.12
H -6.508 -3.257 10.995 -0.263 0.050 -0.021 0.10
H -5.085 3.003 -8.195 -0.093 -0.040 0.634 0.14
H -7.058 -8.405 -0.803 0.103 0.559 -0.410 0.12
H 7.278 7.410 -1.315 -0.155 0.422 0.312 0.13
H -7.551 -11.758 -2.163 1.163 -0.248 -0.294 0.14
H -6.506 1.043 -5.162 0.022 -0.986 -0.761 0.10
H -0.818 -0.583 0.169 0.232 0.292 0.023 0.10
H 1.946 -6.676 -6.812 0.001 0.028 -0.053 0.13
H -6.107 -2.456 8.118 -0.036 0.386 0.202 0.11
H -8.070 6.719 11.358 -0.279 0.110 -0.186 0.07
H -0.181 -3.822 -5.875 0.470 0.334 -0.055 0.11
H -6.181 6.225 9.958 -0.644 -0.328 -0.542 0.10
H -3.549 2.553 -11.277 -0.192 -0.392 0.112 0.14
H 0.020 -0.977 3.688 0.292 0.237 -0.175 0.12
H -5.507 9.071 9.646 0.340 0.494 0.996 0.11
H 2.461 2.651 1.896 -0.125 -0.337 0.178 0.12
H 2.916 -3.870 -2.822 -0.384 0.033 0.378 0.10
H -5.190 -9.653 -3.693 -0.393 -0.355 -0.012 0.13
H 6.524 -0.219 -10.598 -0.257 -0.648 -0.042 0.12
H -4.002 6.685 8.757 0.264 -0.057 -0.414 0.14
H -7.652 8.382 11.651 0.457 0.124 -0.208 0.07
H -6.717 -5.684 10.383 0.662 -0.081 0.041 0.14
H -1.206 -4.135 12.592 -0.068 0.268 -0.108 0.13
H 4.584 -4.847 -5.707 0.148 -0.253 0.462 0.09
H 10.986 9.505 -2.953 -0.350 0.574 -0.108 0.12
H -6.325 -10.447 0.249 0.724 0.152 0.457 0.13
H 8.335 2.439 -8.236 -0.124 -0.370 -0.085 0.11
H -4.557 0.314 -6.573 0.604 0.157 -0.357 0.10
H 9.930 8.680 1.000 0.219 0.108 0.135 0.13
H -5.174 -11.391 -3.084 -0.126 0.241 -0.241 0.14
H -0.314 -6.351 -4.896 0.006 -0.318 -0.090 0.11
H -5.352 -1.797 9.600 0.068 0.001 -0.264 0.13
H 13.733 7.965 1.233 0.330 -0.142 0.112 0.11
H -3.709 -2.590 1.254 -0.541 0.424 -0.230 0.11
H 3.709 -6.310 -0.989 -0.340 -0.316 -1.162 0.11
H -2.758 -0.501 -0.908 0.220 -0.219 -0.068 0.06
H -6.333 2.245 -10.165 0.373 0.200 0.885 0.12
H 14.417 7.856 -1.527 -0.788 0.347 -0.074 0.05
H 11.648 7.637 -0.196 0.366 -0.283 0.358 0.12
H -5.432 1.435 -11.338 0.552 -0.526 0.161 0.11
H -0.935 0.555 3.888 -0.370 -0.610 -0.197 0.11
H -7.750 -10.390 -3.210 -0.196 0.402 0.234 0.14
H -1.723 1.848 2.340 0.188 -0.399 -0.223 0.13
H -6.808 -5.105 8.709 0.672 -0.843 -0.356 0.13
H 2.717 -4.946 -0.678 -0.479 -0.183 -0.401 0.10
H 6.797 -0.084 -3.083 -0.396 0.210 0.197 0.08
H -3.509 3.611 -9.902 -0.389 -0.191 0.268 0.15
H -4.722 -6.117 7.858 0.230 -0.698 -0.064 0.10
H -2.674 -0.186 1.999 -0.548 -0.244 -0.147 0.10
H 4.356 -4.612 -3.240 0.501 -0.417 0.245 0.10
H 5.589 -4.345 -1.117 -0.118 0.603 -0.348 0.06
H -2.562 7.325 10.455 -0.082 0.305 -0.010 0.14
H -12.145 -11.047 -0.951 0.180 0.075 0.060 0.09
H -1.380 2.293 -10.745 0.529 -0.407 0.369 0.13
H -3.846 10.438 9.339 0.399 -0.004 0.246 0.09
H 2.549 -3.504 -4.928 -0.284 0.192 -0.205 0.12
H -3.233 -9.161 -2.416 -0.396 0.300 0.478 0.11
H 6.142 2.995 -6.606 -0.431 0.043 0.022 0.15
H 3.759 -5.716 -6.935 0.245 -0.593 0.032 0.10
H -4.389 -7.040 9.408 0.022 0.018 -0.249 0.11
H 6.829 2.455 -4.122 -0.198 -0.068 0.424 0.12
H 8.254 1.473 -3.890 -0.007 0.054 -0.042 0.12
H -3.723 10.298 7.629 0.762 0.030 -0.244 0.11
H 4.544 -6.661 -5.550 -0.338 0.098 -0.053 0.12
H -0.417 9.196 7.601 0.375 0.411 1.154 0.11
H -7.186 7.529 9.133 0.037 -0.318 0.014 0.11
H 15.348 7.234 -0.344 0.716 0.506 0.502 0.08
H -5.879 0.344 -7.671 -0.342 0.334 0.019 0.10
H -11.060 -10.844 0.460 -0.638 0.397 0.255 0.08
H -4.909 1.929 -4.023 0.526 0.214 -0.165 0.07
H -3.532 -0.006 -10.553 -1.066 -0.689 0.090 0.14
H -2.153 9.096 10.498 0.155 -0.440 0.593 0.13
H 1.621 -5.870 -3.230 -0.154 -0.239 -0.464 0.13
H 0.712 0.726 3.924 0.499 -0.635 0.076 0.11
H -2.153 10.496 8.708 -0.354 0.410 -0.559 0.11
H -4.560 -3.757 11.213 -0.118 -0.504 0.540 0.12
H -3.484 2.320 -7.742 -0.308 0.159 0.712 0.12
H 0.162 -4.348 -4.255 0.586 0.346 0.069 0.11
H 9.530 10.458 -2.172 0.140 0.060 -1.094 0.11
H -4.337 3.075 -5.353 0.458 -0.429 0.107 0.06
H 2.248 -4.097 -6.603 -0.177 0.200 0.037 0.13
H -11.221 -9.513 -0.735 -0.366 0.027 0.156 0.08
H -0.337 -6.052 -6.594 0.416 0.079 -0.166 0.12
H -0.485 6.766 9.595 -0.320 -0.063 -0.213 0.13
H -4.228 -0.368 -0.011 -0.125 -0.115 0.107 0.08
H 7.962 0.695 -6.252 0.572 -0.041 0.037 0.12
H 8.930 8.216 -2.513 1.001 -0.174 -0.480 0.12
H 1.573 2.580 0.390 0.268 0.306 -0.010 0.11
H 12.956 10.347 -0.406 0.139 0.283 0.189 0.12
H 7.865 8.913 1.097 -1.493 0.269 -0.342 0.13
H 7.652 1.954 -9.813 -0.272 0.154 0.113 0.12
H -2.168 -4.606 10.279 0.560 0.534 -0.106 0.11
H 7.521 9.727 -0.580 0.029 0.731 0.854 0.12
H -10.323 -11.101 -2.339 0.470 -0.612 -0.439 0.11
H -4.632 7.884 10.791 -0.030 0.553 0.017 0.12
H 1.544 -7.631 -5.449 1.018 0.291 0.969 0.15
H 5.106 -1.041 -9.765 0.412 0.025 -0.135 0.12
H -0.906 1.827 0.676 -0.855 -0.237 -0.003 0.12
H 15.600 8.952 -0.973 0.344 -0.309 0.345 0.08
H 3.065 -6.861 -3.517 0.009 0.082 -0.105 0.14
H 12.169 9.678 1.036 0.132 0.241 0.117 0.11
H -4.602 -3.892 7.684 0.295 -0.231 0.015 0.12
H -1.753 0.445 -8.359 0.086 0.769 0.336 0.11
H -2.301 -2.777 0.368 0.274 0.116 -0.404 0.11
H -6.863 2.276 -6.236 0.246 0.235 -0.445 0.11
H -7.725 -3.248 9.717 0.164 -0.222 -0.120 0.12
H -9.887 -12.217 -1.008 0.136 -0.093 -0.251 0.12
H 2.164 0.241 1.925 -0.314 -0.339 -0.163 0.14
H -2.330 -5.837 11.385 -0.340 -0.185 0.390 0.13
H 0.015 3.872 1.561 -0.262 -0.359 -0.450 0.12
H -8.944 -9.376 -1.418 -0.545 0.386 0.029 0.10
H -3.854 -0.553 -8.826 -0.474 0.525 -0.124 0.14
H 8.366 6.991 0.033 -0.487 -0.456 -0.005 0.12
H 4.287 1.572 -7.984 -0.253 -0.022 -0.207 0.13
H 8.321 2.440 -6.099 0.205 -0.183 0.168 0.12
H -1.670 2.784 -9.054 0.735 -0.410 0.038 0.11
H -1.536 -0.114 -9.902 0.254 0.406 -0.519 0.12
H -3.063 -10.853 -2.256 -0.030 -0.068 -0.469 0.11
H 9.779 10.406 0.704 0.219 0.118 -0.752 0.15
H -0.079 7.582 7.307 0.050 -0.426 0.366 0.12
H -4.055 -1.694 -1.155 0.045 0.121 -0.131 0.07
H 11.134 10.739 -1.581 0.342 0.172 -0.780 0.10
H -5.769 3.375 -4.534 -0.250 -0.207 0.221 0.08
H -4.426 -5.618 11.549 -1.662 0.511 0.006 0.13
H -3.325 -5.378 13.563 0.344 -0.069 0.583 0.08
H 5.318 -5.408 0.073 -0.577 0.057 0.668 0.08
H -2.728 -3.845 14.399 -0.163 -0.578 0.300 0.08
H 6.054 -0.408 -7.592 -0.519 -0.089 -0.138 0.12
H -4.180 -3.878 13.458 0.036 0.209 -0.311 0.07
H -5.698 -11.744 -0.740 0.356 -0.034 0.113 0.14
H -0.073 -1.670 1.351 0.028 0.126 0.192 0.13
H 3.940 0.812 -10.094 -0.122 0.344 -0.726 0.12
H 6.652 -0.588 -4.693 0.150 0.148 -0.447 0.07
```
Forces are in eV/Å.